[1]
The following is a DFT calculation (wB97M-V/def2-TZVPD) of a structure of composition C14H37BaN3O5 at a distorted geometry.

The geometry in XYZ format:
```
60
Properties=species:S:1:pos:R:3:forces:R:3
Ba 0.073983 -0.265925 0.395141 0.9 -0.5 2.3
O -0.116835 0.511918 3.158105 0.6 0.4 -1.1
C 0.887106 -0.157528 3.856567 -0.4 -1.1 -0.5
C 2.224439 -0.494966 3.110525 0.0 0.6 -0.9
O 2.224434 -1.200176 1.894114 -1.5 0.0 0.1
H 0.432491 -1.114055 4.203325 0.4 -0.3 -0.1
H 1.207537 0.269987 4.829042 -0.1 0.7 -0.2
H 2.868615 -0.921694 3.902235 0.1 -0.4 -0.1
H 2.725844 0.458537 2.836152 -0.1 0.5 0.7
C 2.397472 -1.597578 -3.735593 0.2 0.7 -1.3
C 1.515568 -0.927372 -2.697008 0.4 -0.8 0.1
C 0.170341 -0.475529 -3.232950 0.6 0.2 -0.6
O -0.297671 0.473112 -2.298511 -0.4 0.1 -0.5
C -1.388699 1.227650 -2.766109 -0.6 0.4 0.3
N 1.242225 -1.825694 -1.542993 0.5 -0.2 -1.0
H 3.401705 -1.866435 -3.406033 -0.3 -0.4 0.6
H 2.649981 -0.891047 -4.540613 -0.4 0.1 0.0
H 1.890723 -2.426377 -4.235232 0.2 -0.2 0.2
H 2.047027 -0.036501 -2.354033 -0.2 0.0 0.2
H -0.532878 -1.302218 -3.417386 0.0 -0.1 0.5
H 0.297502 -0.046202 -4.236981 0.1 0.4 0.2
H -1.576060 2.043531 -2.066538 0.2 -0.1 0.2
H -2.302237 0.626727 -2.810154 0.0 -0.1 -0.2
H -1.214512 1.696109 -3.737898 0.2 -0.2 -0.1
H 0.741588 -2.608147 -1.963574 0.0 -0.1 0.4
H 2.131120 -2.207285 -1.220906 -0.2 0.0 0.3
C -3.138531 -2.189911 -1.219382 0.5 -0.5 0.0
C -3.374523 -1.578557 0.151759 -0.2 0.1 -0.6
C -2.773409 -2.440656 1.252893 0.0 0.4 0.4
O -1.394034 -2.664107 1.011808 -0.3 -0.1 0.2
C -0.802102 -3.406291 2.096308 0.7 0.5 -0.5
N -2.793578 -0.205235 0.195547 -0.5 -0.9 0.6
H -3.478309 -1.568760 -2.048126 -0.1 0.1 0.1
H -3.601751 -3.175555 -1.308267 -0.2 0.1 0.1
H -2.070600 -2.397324 -1.338074 0.0 0.3 -0.1
H -4.455649 -1.499581 0.316794 0.0 -0.3 0.2
H -3.302851 -3.389677 1.391845 -0.1 -0.1 -0.4
H -2.890927 -1.916005 2.213283 0.1 0.1 0.0
H 0.278512 -3.255657 2.018764 0.0 0.0 0.0
H -1.029729 -4.467329 1.978164 -0.2 0.0 0.3
H -1.103920 -2.963324 3.046582 -0.2 -0.3 0.1
H -3.035477 0.115387 1.134398 0.3 0.5 -0.2
H -3.295875 0.379771 -0.463283 0.0 0.1 0.1
C -0.141721 4.722421 1.021069 0.8 0.7 0.7
C 0.210028 3.374964 0.417655 -1.3 -0.7 -0.4
C 1.599668 2.855166 0.745608 0.7 0.8 0.6
O 1.950357 1.700827 -0.017541 -0.7 0.6 -0.1
C 3.316544 1.343200 0.055056 0.2 -0.5 -0.1
N -0.741667 2.335172 0.896911 0.3 0.3 0.4
H -0.074481 4.677261 2.113573 0.1 -0.1 0.0
H -1.148674 5.092125 0.822493 -0.1 -0.5 -0.4
H 0.530161 5.527864 0.705281 0.1 -0.2 -0.1
H 0.085423 3.424916 -0.670943 0.3 0.1 0.0
H 1.657678 2.628754 1.818535 -0.2 -0.3 0.0
H 2.341624 3.654840 0.621637 0.0 -0.1 -0.5
H 3.620464 1.073033 1.069136 0.0 0.3 0.1
H 3.936518 2.113968 -0.414020 0.0 0.1 0.2
H 3.427944 0.413608 -0.507105 0.0 0.1 -0.1
H -0.365183 2.022233 1.805630 -0.2 -0.4 0.4
H -1.642739 2.719618 1.163315 0.0 0.2 -0.3
```
Forces are in eV/Å.

For the total energy, the calculation gives -1121.54210 Ha. As for the frontier orbital gap: 5.5 eV. The calculation puts the max |F| at 2.52 eV/A. The value obtained for the energy above the lowest of the compared OMol25 structures with the same formula, charge and spin is 0.0 kJ/mol.

***

[2]
The following is a DFT calculation (wB97M-V/def2-TZVPD) of a structure of composition H16NO11Sr at a distorted geometry.

The geometry in XYZ format:
```
29
Properties=species:S:1:pos:R:3:forces:R:3
Sr 0.230834 0.047931 3.166520 0.0 0.5 -1.6
N 0.162365 1.547403 -0.216165 -2.9 -6.5 0.6
O -0.911188 2.033075 0.049091 -2.7 4.7 -0.6
O 0.304421 0.975262 -1.310219 1.6 2.4 -1.0
O 0.651121 0.993614 0.788992 4.0 0.0 1.9
O -0.866983 -1.551010 -1.507294 1.9 0.1 0.2
H -0.323326 -0.724390 -1.515182 -1.0 -1.1 -0.1
H -1.724578 -1.302683 -1.196172 -0.9 0.4 -0.1
O -2.641660 -0.032271 0.115758 0.5 1.0 1.1
H -3.275833 0.111738 0.831635 -0.4 -0.2 -0.3
H -2.077792 0.786289 0.173677 -0.6 -0.4 -0.7
O -1.191739 2.291559 2.796752 0.5 -1.1 1.4
H -1.144173 2.518363 1.869932 0.1 0.2 -1.3
H -2.116205 2.254630 3.033115 -0.5 0.4 0.1
O -1.665830 -0.283495 -3.802560 -1.1 -0.8 -0.3
H -0.903098 0.244844 -3.848343 1.3 1.7 0.0
H -1.267554 -1.133777 -3.990878 -0.4 -0.7 0.1
O 1.604987 -2.023768 0.062987 0.9 0.2 2.1
H 1.880202 -1.456074 -0.686761 0.2 -0.5 0.0
H 2.307591 -1.991414 0.779304 -1.0 -0.1 -1.8
O -0.812362 -1.486474 1.454975 -0.9 1.6 1.4
H -1.425279 -0.840783 0.977849 0.2 -1.2 0.1
H -0.101019 -1.608221 0.826381 1.0 -0.7 -1.2
O 2.764703 0.540257 2.811255 -1.7 -0.7 0.1
H 3.320177 0.150361 2.149092 0.4 -0.3 -0.8
H 3.333465 1.039914 3.359467 1.1 0.9 1.0
O 2.212810 -0.664789 -2.198034 -0.5 1.3 0.0
H 1.714082 0.114114 -1.854461 0.6 -0.4 0.2
H 1.961863 -0.550206 -3.120711 0.4 -0.7 -0.3
```
Forces are in eV/Å.

For the total energy, the calculation gives -922.40781 Ha. As for the frontier orbital gap: 7.6 eV. The calculation puts the max |F| at 7.14 eV/A. The value obtained for the energy above the lowest of the compared OMol25 structures with the same formula, charge and spin is 302.7 kJ/mol. As for the charge: +1.

***

[3]
The following is a DFT calculation (wB97M-V/def2-TZVPD) of an isolated molecule of C2HFN2O2.

The geometry in XYZ format:
```
8
Properties=species:S:1:pos:R:3:forces:R:3
O 2.272575 -0.450210 0.001874 0.0 0.3 0.0
C 1.037424 0.016749 -0.005478 -0.2 0.5 0.1
N 0.676833 1.251920 -0.001479 -0.2 -0.7 0.0
N -0.739857 1.208344 0.004494 0.0 0.4 -0.1
C -1.051536 -0.011973 -0.003100 0.6 -0.5 0.1
F -2.218480 -0.578533 0.000975 -0.1 0.1 0.0
O 0.007563 -0.879443 -0.000855 -0.1 0.4 -0.1
H 2.251051 -1.406475 0.013446 0.1 -0.5 0.0
```
Forces are in eV/Å.

The SMILES is Oc1nnc(F)o1. For the total energy, the calculation gives -436.63606 Ha. As for the frontier orbital gap: 10.4 eV. The calculation puts the max |F| at 0.80 eV/A. The value obtained for the energy above the lowest of the compared OMol25 structures with the same formula, charge and spin is 112.5 kJ/mol.